Entry from OMol25: 3 unconnected molecules or ions with the total composition CH9N3O2 (wB97M-V/def2-TZVPD).

Last column: natural (NBO) charge in e.
Element x y z (Å)
N1 0.338059 -0.164504 -0.903517  -0.80
C1 0.938806 0.838235 -0.396000  0.58
N2 1.908569 0.768625 0.592327  -0.83
N3 0.653239 2.099061 -0.912583  -0.83
H1 0.529678 -1.054044 -0.435077  0.34
H2 2.001982 -0.195001 0.869477  0.38
H3 1.775560 1.406917 1.362481  0.39
H4 1.421776 2.546784 -1.395126  0.38
H5 -0.076739 1.956484 -1.599880  0.39
O1 -0.985029 -1.687292 2.968609  -0.93
H6 -1.343950 -0.805040 2.803624  0.47
H7 -0.672212 -1.612274 3.878829  0.47
O2 -2.221391 -1.384265 -1.813924  -0.95
H8 -2.382011 -0.638547 -2.405932  0.46
H9 -1.548228 -1.001750 -1.226656  0.48

Forces on atoms 1 to 3 (eV/Å):
-0.246 -0.478 0.058
0.135 -0.424 -0.439
-0.162 0.028 -0.280

Values from the calculation:
Structure (SMILES) ... N=C(N)N.O.O
Strongest force on any atom ... 0.625 eV Å⁻¹
HOMO energy ... -9.671 eV
Gap between HOMO and LUMO ... 10.1 eV
Lowest unoccupied orbital energy ... 0.45 eV

---

Entry from OMol25: 2 unconnected molecules or ions with the total composition CH9N5O (wB97M-V/def2-TZVPD).

Last column: natural (NBO) charge in e.
Element x y z (Å)
C1 -0.978688 0.246648 0.751904  0.33
N1 0.884457 0.154723 -0.194259  -0.33
N2 -0.823149 -0.877475 1.469923  -0.27
N3 1.053989 -0.722034 -1.302369  -0.69
N4 1.530675 1.395899 -0.312916  -0.65
N5 -2.053636 0.380144 -0.085520  -0.81
O1 0.439347 -1.103978 1.935822  -0.69
H1 1.082516 -0.369283 0.768619  0.42
H2 -1.277798 -1.710905 1.090910  0.33
H3 -0.622131 1.160236 1.214823  0.21
H4 0.141132 -0.927100 -1.707406  0.34
H5 1.464153 -1.595417 -0.976630  0.36
H6 1.221929 1.846462 -1.169966  0.34
H7 2.539253 1.265918 -0.389103  0.34
H8 -2.224023 1.280819 -0.497039  0.40
H9 -2.378027 -0.424658 -0.596794  0.39

Forces on atoms 1 to 3 (eV/Å):
-0.690 -0.187 0.589
0.026 -0.392 0.293
0.132 0.215 -0.846

Values from the calculation:
Strongest force on any atom ... 0.926 eV Å⁻¹
HOMO energy ... -7.403 eV
Gap between HOMO and LUMO ... 8.0 eV
Lowest unoccupied orbital energy ... 0.55 eV

---

Entry from OMol25: a molecular structure, CH9N6 at a distorted geometry (wB97M-V/def2-TZVPD).

Last column: Löwdin spin population.
Element x y z (Å)
C1 -0.172618 1.610797 -1.160409  0.00
N1 0.681593 -1.328817 0.536288  0.59
N2 -0.344473 -1.996866 0.447128  0.92
N3 -0.734921 0.834394 -2.057165  0.00
N4 -0.673458 -2.986404 1.176629  0.35
N5 0.521187 1.195154 -0.116849  0.02
N6 0.831066 2.012184 0.952316  0.00
H1 0.025956 2.928016 -1.590409  0.00
H2 -1.255880 1.015879 -2.964813  0.00
H3 -0.796110 -0.196910 -1.924901  0.00
H4 -0.007829 -3.343136 1.978796  0.03
H5 -1.394075 -3.677480 1.067644  0.01
H6 0.653038 0.055940 0.081338  0.01
H7 1.348611 -1.579498 1.178724  0.06
H8 1.590166 1.668767 1.534293  0.00
H9 0.808528 2.987630 0.665234  0.00

Forces on atoms 1 to 3 (eV/Å):
2.821 4.622 -0.454
0.983 3.479 -1.027
-2.479 -0.619 -2.684

Values from the calculation:
Spin multiplicity ... 3
Strongest force on any atom ... 6.996 eV Å⁻¹
HOMO energy (spin up / spin down) ... -10.456 / -12.399 eV
Gap between HOMO and LUMO (spin up / spin down) ... 7.6 / 5.8 eV
Total charge ... +1
Lowest unoccupied orbital energy (spin up / spin down) ... -2.85 / -6.58 eV

---

Entry from OMol25: a single CH9NSi2 molecule at a distorted geometry (wB97M-V/def2-TZVPD).

Last column: natural (NBO) charge in e.
Element x y z (Å)
C1 -1.512569 -0.111779 1.349075  -0.93
Si1 -0.747755 -0.431496 -0.792664  0.49
Si2 1.690728 -0.323108 -0.432046  0.92
N1 1.700496 0.820590 0.857209  -1.29
H1 -1.181799 0.823089 1.874409  0.21
H2 -2.559818 -0.381120 1.485314  0.22
H3 -0.923347 -0.853618 1.899040  0.21
H4 -1.835118 0.166269 -1.701543  -0.11
H5 -1.134923 -1.800860 -1.075259  -0.16
H6 2.786280 0.087472 -1.421721  -0.18
H7 2.411621 -1.552108 -0.050779  -0.17
H8 0.975308 1.510403 0.926572  0.40
H9 2.648666 1.209615 0.959920  0.39

Forces on atoms 1 to 3 (eV/Å):
2.085 -0.236 -1.371
-1.506 0.375 2.603
0.175 0.701 -0.720

Values from the calculation:
Structure (SMILES) ... C[SiH2][SiH2]N
Strongest force on any atom ... 3.031 eV Å⁻¹
HOMO energy ... -9.707 eV
Gap between HOMO and LUMO ... 10.1 eV
Lowest unoccupied orbital energy ... 0.40 eV

---

Entry from OMol25: 4 unconnected molecules or ions with the total composition CH9O3S (wB97M-V/def2-TZVPD).

Last column: natural (NBO) charge in e.
Element x y z (Å)
C1 2.168044 -0.206083 0.820606  -0.73
S1 1.735590 0.851192 -0.626445  -0.68
H1 1.940826 -1.267668 0.666829  0.19
H2 1.649409 -0.001361 1.761588  0.18
H3 3.233219 -0.088734 1.033839  0.18
H4 -0.879043 2.328238 -0.001647  0.47
H5 -0.331321 1.068724 0.149926  0.49
O1 -1.010927 1.619246 0.633766  -1.01
H6 -0.936218 -1.010972 -2.529008  0.45
H7 0.122141 -0.492831 -1.490204  0.50
O2 -0.653372 -1.107706 -1.621964  -1.02
H8 -2.313959 -1.014042 -0.235819  0.48
H9 -2.106689 0.079110 0.789122  0.50
O3 -2.617697 -0.757114 0.649414  -1.00

Forces on atoms 1 to 3 (eV/Å):
-0.008 -0.202 0.083
-0.117 -0.404 0.188
0.246 0.095 -0.367

Values from the calculation:
Strongest force on any atom ... 0.963 eV Å⁻¹
HOMO energy ... -3.355 eV
Gap between HOMO and LUMO ... 7.1 eV
Total charge ... -1
Lowest unoccupied orbital energy ... 3.77 eV

---

Entry from OMol25: a molecular structure, CHAgLiO2 at a distorted geometry (wB97M-V/def2-TZVPD).

Last column: Löwdin spin population.
Element x y z (Å)
O1 -1.421622 1.555422 -0.086001  1.31
C1 -0.078802 0.082580 0.221094  0.29
O2 1.041879 -0.104429 -0.262630  0.13
Li1 2.593429 -1.037436 0.122587  0.01
Ag1 -1.749440 -0.049069 -1.150108  0.23
H1 -0.385445 -0.447068 1.155059  0.04

Forces on atoms 1 to 3 (eV/Å):
1.234 2.186 1.923
-0.243 -2.613 -1.033
0.048 0.928 1.026

Values from the calculation:
Spin multiplicity ... 3
Strongest force on any atom ... 3.182 eV Å⁻¹
HOMO energy (spin up / spin down) ... -11.542 / -13.820 eV
Gap between HOMO and LUMO (spin up / spin down) ... 7.0 / 8.6 eV
Total charge ... +1
Lowest unoccupied orbital energy (spin up / spin down) ... -4.51 / -5.24 eV

---

Entry from OMol25: a molecular structure, CHBr2Cl2P at a distorted geometry (wB97M-V/def2-TZVPD).

Last column: natural (NBO) charge in e.
Element x y z (Å)
C1 0.765891 0.102856 0.044957  -0.95
P1 -0.209724 -1.241670 -0.188290  1.21
Cl1 -0.661416 -1.975745 1.645352  -0.20
Cl2 0.437190 -2.987279 -1.183045  -0.21
Br1 -1.995694 -1.403026 -1.229463  -0.11
Br2 1.932241 0.238270 -1.676928  -0.02
H1 0.245886 1.043777 0.353300  0.27

Forces on atoms 1 to 3 (eV/Å):
0.665 -0.069 -1.780
1.821 -1.571 0.881
-0.105 0.297 -0.222

Values from the calculation:
Strongest force on any atom ... 3.286 eV Å⁻¹
HOMO energy ... -8.810 eV
Gap between HOMO and LUMO ... 8.2 eV
Lowest unoccupied orbital energy ... -0.57 eV

---

Entry from OMol25: a molecular structure, CHBr3S at a distorted geometry (wB97M-V/def2-TZVPD).

Last column: natural (NBO) charge in e.
Element x y z (Å)
C1 0.137887 1.072231 -0.884723  -0.48
S1 0.738809 0.557314 -2.261213  0.22
Br1 0.929193 2.394385 0.241214  0.15
Br2 -1.326566 0.174497 -0.112206  0.15
Br3 0.068208 -2.672402 1.744887  -0.21
H1 -0.547532 -1.526025 1.272041  0.17

Forces on atoms 1 to 3 (eV/Å):
0.699 -0.384 0.025
0.098 0.411 -0.093
-0.372 -0.235 -0.293

Values from the calculation:
Strongest force on any atom ... 1.294 eV Å⁻¹
HOMO energy ... -9.712 eV
Gap between HOMO and LUMO ... 8.4 eV
Lowest unoccupied orbital energy ... -1.27 eV

---

Entry from OMol25: 2 unconnected molecules or ions with the total composition CHBrCl2 at a distorted geometry (wB97M-V/def2-TZVPD).

Last column: natural (NBO) charge in e.
Element x y z (Å)
C1 0.168547 0.900166 0.028738  -0.26
Cl1 0.207144 1.674026 1.527877  0.07
Cl2 0.059138 1.823051 -1.373218  0.09
Br1 3.415194 -0.290152 -0.132378  -0.08
H1 0.754776 0.071751 0.049395  0.19

Forces on atoms 1 to 3 (eV/Å):
-0.602 2.261 0.360
-0.361 0.395 0.317
-0.172 0.014 -0.172

Values from the calculation:
Strongest force on any atom ... 3.111 eV Å⁻¹
HOMO energy (spin up / spin down) ... -11.219 / -8.741 eV
Gap between HOMO and LUMO (spin up / spin down) ... 10.3 / 5.0 eV
Lowest unoccupied orbital energy (spin up / spin down) ... -0.92 / -3.76 eV

---

Entry from OMol25: 2 unconnected molecules or ions with the total composition CHBrCl2O (wB97M-V/def2-TZVPD).

Last column: natural (NBO) charge in e.
Element x y z (Å)
O1 2.019720 0.838053 -1.235960  -0.47
C1 1.447891 0.531194 -0.257883  0.39
Cl1 0.540981 1.592222 0.740254  0.03
Br1 1.436605 -1.268694 0.402240  0.04
Cl2 -2.415982 -1.387269 0.023689  -0.27
H1 -3.029217 -0.305508 0.327661  0.27

Forces on atoms 1 to 3 (eV/Å):
-0.111 0.143 0.118
0.350 -0.580 -0.372
-0.259 0.396 0.242

Values from the calculation:
Structure (SMILES) ... O=C(Cl)Br.Cl
Strongest force on any atom ... 0.773 eV Å⁻¹
HOMO energy ... -10.976 eV
Gap between HOMO and LUMO ... 11.2 eV
Lowest unoccupied orbital energy ... 0.22 eV

---

Entry from OMol25: 2 unconnected molecules or ions with the total composition CHBrF2N2O2 at a distorted geometry (wB97M-V/def2-TZVPD).

Last column: natural (NBO) charge in e.
Element x y z (Å)
C1 -0.268839 0.254099 -0.229533  0.14
N1 0.216199 0.740075 0.966614  0.40
N2 -0.418435 -1.147192 -0.095232  0.28
O1 -0.051918 1.880342 1.294414  -0.33
O2 1.034078 0.058374 1.606771  -0.35
F1 0.612539 -1.886459 -0.749624  -0.20
F2 -1.535175 -1.729939 -0.614231  -0.18
Br1 -1.705288 1.120724 -1.141647  0.20
H1 2.116841 0.709980 -1.037532  0.05

Forces on atoms 1 to 3 (eV/Å):
-2.775 -1.742 -2.564
3.003 1.738 3.351
1.279 -1.715 0.000

Values from the calculation:
Strongest force on any atom ... 4.824 eV Å⁻¹
HOMO energy (spin up / spin down) ... -11.239 / -10.633 eV
Gap between HOMO and LUMO (spin up / spin down) ... 7.9 / 9.6 eV
Lowest unoccupied orbital energy (spin up / spin down) ... -3.37 / -1.03 eV

---

Entry from OMol25: a molecular structure, CHBrI2 at a distorted geometry (wB97M-V/def2-TZVPD).

Last column: natural (NBO) charge in e.
Element x y z (Å)
C1 1.443391 0.352539 -0.671592  -0.34
Br1 0.484889 -0.618254 -1.878961  0.17
I1 -2.166308 -0.181045 0.582052  -0.09
I2 1.667486 -0.735548 1.137892  0.17
H1 -1.429458 1.182309 0.830610  0.10

Forces on atoms 1 to 3 (eV/Å):
0.431 0.136 0.811
-0.154 -0.389 -0.665
-0.796 -0.634 0.056

Values from the calculation:
Strongest force on any atom ... 1.019 eV Å⁻¹
HOMO energy ... -9.094 eV
Gap between HOMO and LUMO ... 7.6 eV
Lowest unoccupied orbital energy ... -1.47 eV

---

Question: The highest strongest force on any atom belongs to which entry?
Answer: CH9N6